{"formula": "C9H14N3", "method": "ωB97M-V with the def2-TZVPD basis set", "de_lowest_ev": 3.994, "smiles": "C[C@H]1C=Cc2c(cn(C)[n+]2N)C1", "e_lumo_ev": [-4.4326, -4.4329], "energy_ev": -14019.9875, "charge": 1, "max_force_ha_per_bohr": 0.1481, "species": ["C", "C", "C", "C", "C", "C", "C", "N", "C", "N", "N", "C", "H", "H", "H", "H", "H", "H", "H", "H", "H", "H", "H", "H", "H", "H"], "coordinates": [[3.817, 0.070, 0.098], [2.306, 0.068, -0.363], [1.857, -1.323, -0.074], [0.573, -1.725, 0.048], [-0.227, -0.605, 0.029], [0.002, 0.745, 0.131], [-1.248, 1.390, 0.076], [-2.328, 0.602, 0.013], [-3.646, 1.043, -0.370], [-1.890, -0.691, -0.199], [-2.713, -1.710, 0.340], [1.421, 1.208, 0.248], [3.898, 0.063, 1.170], [4.341, 1.003, -0.256], [4.394, -0.666, -0.382], [2.378, 0.417, -1.498], [2.571, -2.048, 0.114], [0.088, -2.594, 0.470], [-1.449, 2.482, 0.248], [-4.327, 0.151, -0.292], [-3.815, 1.943, 0.224], [-3.723, 1.380, -1.437], [-2.307, -2.369, 0.890], [-3.248, -2.165, -0.382], [1.682, 2.123, -0.217], [1.592, 1.210, 1.372]], "atomic_forces_ev_per_a": [[-0.793, 3.207, -0.644], [1.975, 1.555, -1.679], [-1.926, -0.421, -0.434], [0.813, 0.530, 0.754], [-7.267, 2.001, -1.076], [-1.027, -0.743, -0.958], [-0.894, 1.830, 1.176], [3.049, -0.285, -0.444], [-0.987, -0.306, -1.054], [3.718, -0.911, 1.009], [-1.644, 2.955, -2.313], [0.380, -2.367, 2.227], [0.109, -0.336, 0.463], [-0.753, -0.570, 0.504], [0.378, -1.452, -0.353], [-0.473, -1.636, 1.846], [1.683, -1.189, 0.090], [0.817, -0.703, -0.421], [0.394, -1.186, -0.678], [0.374, 1.363, 0.590], [-0.748, -0.537, 0.229], [0.558, -0.476, 0.750], [1.950, -1.770, 2.109], [0.152, -0.048, -0.401], [-0.047, 0.950, -0.164], [0.209, 0.545, -1.130]]}

=====

{"formula": "C3H7NO2", "method": "ωB97M-V with the def2-TZVPD basis set", "de_lowest_ev": 1.400, "smiles": "C[C@H](N)C(=O)O", "e_lumo_ev": 0.7384, "energy_ev": -8809.1286, "charge": 0, "max_force_ha_per_bohr": 0.0933, "species": ["C", "C", "N", "C", "O", "O", "H", "H", "H", "H", "H", "H", "H"], "coordinates": [[0.970, 1.043, 0.072], [0.324, -0.331, 0.405], [0.696, -1.262, -0.581], [-1.200, -0.145, 0.094], [-1.937, -1.087, 0.173], [-1.658, 1.004, -0.357], [0.416, 1.850, 0.631], [2.110, 1.019, 0.169], [0.756, 1.152, -1.029], [0.488, -0.642, 1.429], [0.118, -1.990, -0.254], [1.594, -1.510, -0.340], [-2.678, 0.901, -0.412]], "atomic_forces_ev_per_a": [[0.330, -0.193, -0.418], [-1.232, 4.581, -0.724], [-1.144, -0.111, -0.654], [0.409, -1.259, 0.707], [-0.505, -0.972, 0.401], [-1.961, 1.196, -0.056], [1.205, -0.608, -0.497], [-1.631, 0.281, 0.272], [0.302, 0.252, 1.093], [-0.241, -0.037, 0.401], [-0.659, -2.165, -0.605], [2.756, -1.030, 0.104], [2.372, 0.063, -0.024]]}

=====

{"formula": "CH10N3", "method": "ωB97M-V with the def2-TZVPD basis set", "de_lowest_ev": 1.357, "e_lumo_ev": -3.3350, "energy_ev": -5662.2708, "charge": 1, "max_force_ha_per_bohr": 0.1456, "species": ["N", "H", "H", "H", "H", "N", "C", "N", "H", "H", "H", "H", "H", "H"], "coordinates": [[1.928, 0.501, 0.501], [2.408, -0.220, 0.059], [0.251, 0.514, 1.112], [2.433, 0.640, 1.391], [2.014, 1.355, 0.074], [-0.744, 0.509, 0.854], [-0.973, -0.807, -0.094], [-0.460, -0.401, -1.419], [-1.382, 0.340, 1.727], [-1.131, 1.423, 0.398], [-0.446, -1.664, 0.174], [-2.102, -0.779, -0.161], [-1.331, -0.011, -1.881], [0.059, -1.018, -1.887]], "atomic_forces_ev_per_a": [[-0.518, -0.735, 4.015], [0.931, -1.204, -1.344], [0.817, 0.451, -0.476], [-0.227, -0.222, -0.446], [0.388, 2.233, -1.918], [-3.881, -0.970, 1.124], [-1.243, 4.387, -3.004], [-5.396, 3.867, 3.456], [1.592, 0.532, -1.749], [1.311, -2.255, 0.738], [0.459, -1.215, 1.616], [1.388, -1.006, 0.622], [2.269, -0.900, -0.297], [2.111, -2.963, -2.337]]}

=====

{"formula": "C5H12IN2", "method": "ωB97M-V with the def2-TZVPD basis set", "de_lowest_ev": 1.543, "e_lumo_ev": [-4.1471, -6.2857], "energy_ev": -16447.2798, "charge": 1, "s_squared": 2.01, "spin_multiplicity": 3, "max_force_ha_per_bohr": 0.1336, "species": ["C", "C", "C", "C", "C", "N", "N", "I", "H", "H", "H", "H", "H", "H", "H", "H", "H", "H", "H", "H"], "coordinates": [[-0.284, 1.061, 0.723], [-1.316, -0.035, 0.164], [-0.246, -2.056, 0.890], [0.770, 1.182, -0.388], [-0.509, -1.813, -1.470], [-0.610, -1.289, -0.066], [1.476, 2.556, -0.110], [2.561, -0.062, -0.208], [-0.625, 2.059, 0.880], [-0.042, 0.738, 1.702], [-2.008, -0.200, 1.021], [-1.874, 0.130, -0.815], [0.204, -3.095, 0.800], [-0.521, -1.849, 1.959], [-1.369, -1.232, -1.851], [0.351, -1.354, -1.754], [-0.855, -2.848, -1.378], [2.272, 2.380, -0.778], [1.839, 2.432, 0.846], [0.785, 3.294, -0.168]], "atomic_forces_ev_per_a": [[-1.032, -1.110, -3.972], [-0.430, -0.334, 0.671], [1.808, -3.664, 5.522], [1.247, -0.057, 3.830], [-4.736, 1.336, 3.116], [-1.333, 1.948, -3.065], [0.333, -2.645, -0.887], [-0.485, -0.318, -0.561], [-1.204, 0.760, -0.062], [1.236, -0.815, 0.793], [-0.071, 0.142, -0.800], [0.718, 0.746, 1.621], [-0.669, 1.675, -0.591], [0.154, 0.155, -1.270], [0.564, -0.748, -1.086], [2.873, -0.228, -2.094], [1.224, -0.034, -0.851], [-0.568, 1.863, 0.538], [-0.016, 0.567, -0.335], [0.388, 0.762, -0.519]]}